The following is a quantum chemistry calculation of C27H25AsPd as an isolated structure, from the OMol25 dataset.

Its net charge is +2. The value obtained for the HOMO energy (spin up / spin down) is -14.65 / -14.75 eV. The spin multiplicity is 3.

Atoms and positions in Å:
Pd1 1.1994 -0.2277 0.9248
C1 3.8489 1.0151 -1.5741
C2 3.1535 1.3163 -0.2849
C3 2.2542 2.3784 -0.1812
C4 1.5473 2.5913 0.9924
C5 0.5271 3.6801 1.1010
C6 1.7980 1.7438 2.1134
C7 2.8552 0.8108 2.1188
C8 3.2946 0.1190 3.3810
C9 3.4289 0.5274 0.8641
H1 3.3145 0.2282 -2.1137
H2 4.8643 0.6605 -1.4040
H3 3.8804 1.8923 -2.2169
H4 2.1015 3.0332 -1.0299
H5 0.6956 4.4523 0.3534
H6 0.5394 4.1375 2.0896
H7 -0.4777 3.2784 0.9382
H8 1.2717 1.9449 3.0394
H9 2.9462 -0.9132 3.4249
H10 2.9215 0.6439 4.2577
H11 4.3826 0.0978 3.4334
H12 4.1949 -0.2370 0.7988
C10 -5.4201 1.6397 -0.3758
C11 -4.9613 0.8938 -1.4544
C12 -3.6404 0.4780 -1.5011
C13 -2.8033 0.8086 -0.4378
C14 -3.2449 1.5741 0.6382
C15 -4.5677 1.9802 0.6685
As1 -1.0094 0.1562 -0.4571
C16 -0.7490 -1.3539 0.6999
C17 -0.9786 -1.4607 2.0823
C18 -0.7901 -2.6932 2.6942
C19 -0.3610 -3.7800 1.9435
C20 -0.1154 -3.6735 0.5734
C21 -0.3034 -2.4629 -0.0703
C22 -0.1769 -2.2091 -1.5252
C23 0.2464 -3.1298 -2.4702
C24 0.2954 -2.7666 -3.8129
C25 -0.0688 -1.4919 -4.2233
C26 -0.4882 -0.5523 -3.2883
C27 -0.5516 -0.9259 -1.9559
H13 -6.4516 1.9641 -0.3507
H14 -5.6320 0.6359 -2.2624
H15 -3.2798 -0.1068 -2.3377
H16 -2.5733 1.8474 1.4439
H17 -4.9342 2.5661 1.5001
H18 -1.3300 -0.6111 2.6543
H19 -0.9852 -2.8054 3.7517
H20 -0.2222 -4.7379 2.4271
H21 0.1927 -4.5511 0.0210
H22 0.5308 -4.1321 -2.1787
H23 0.6214 -3.4912 -4.5467
H24 -0.0254 -1.2276 -5.2708
H25 -0.7652 0.4455 -3.6047

Löwdin atomic charge list, values in e, 5 entries: 0.79, -0.01, -0.24, -0.01, -0.26



The following is a quantum chemistry calculation of C27H25AuF5N5S as an isolated structure, from the OMol25 dataset.

The value obtained for the HOMO energy is -5.94 eV. The spin multiplicity is 1.

Atoms and positions in Å:
Au1 -0.7834 -0.0182 0.6228
C1 -2.9060 0.5428 -2.1793
N1 -3.0194 -0.4137 -1.0895
C2 -4.0621 -0.2534 -0.1200
C3 -3.6718 0.8110 0.8682
N2 -2.4637 1.0078 1.3320
C4 -2.5487 2.0481 2.2491
C5 -1.5588 2.6469 3.0209
C6 -1.9489 3.6731 3.8562
C7 -3.2856 4.0987 3.9224
C8 -4.2735 3.5106 3.1576
C9 -3.8738 2.4753 2.3210
N3 -4.5592 1.6696 1.4232
C10 -1.5259 1.1204 -2.1882
N4 -1.1756 2.1367 -1.4545
C11 0.1944 2.2582 -1.6417
C12 1.0972 3.1509 -1.0662
C13 2.4289 3.0309 -1.4099
C14 2.8663 2.0493 -2.3138
C15 1.9864 1.1565 -2.8930
C16 0.6488 1.2792 -2.5344
N5 -0.4845 0.5677 -2.8815
H1 -3.5859 1.3777 -2.0061
H2 -3.1687 0.0977 -3.1452
H3 -2.8527 -1.3695 -1.3589
H4 -4.1602 -1.1920 0.4309
H5 -5.0537 -0.0108 -0.5295
H6 -0.5328 2.3077 2.9595
H7 -1.2110 4.1646 4.4755
H8 -3.5470 4.9089 4.5897
H9 -5.3019 3.8420 3.2099
H10 -5.5399 1.7057 1.2067
H11 0.7541 3.9018 -0.3670
H12 3.1567 3.7024 -0.9733
H13 3.9208 1.9795 -2.5468
H14 2.3309 0.3865 -3.5705
H15 -0.5208 -0.2589 -3.4512
F1 5.9962 1.5344 0.4855
C17 4.8429 0.8819 0.3415
C18 4.5725 0.1998 -0.8297
F2 5.4727 0.1962 -1.8181
C19 3.3684 -0.4716 -0.9606
F3 3.1624 -1.1380 -2.1052
C20 2.4162 -0.4800 0.0424
S1 0.8159 -1.4014 -0.2508
C21 2.7213 0.1985 1.2071
F4 1.8554 0.2328 2.2288
C22 3.9150 0.8791 1.3684
F5 4.1812 1.5393 2.4999
C23 -0.0333 -4.3978 -1.2169
C24 0.9767 -4.1437 -0.0850
C25 0.8275 -5.2525 0.9578
C26 2.3904 -4.2119 -0.6797
C27 0.7397 -2.8228 0.6233
H16 0.1488 -5.3577 -1.7117
H17 0.0350 -3.6110 -1.9734
H18 -1.0505 -4.4022 -0.8166
H19 1.0039 -6.2342 0.5103
H20 -0.1788 -5.2485 1.3845
H21 1.5402 -5.1086 1.7718
H22 2.5681 -5.1728 -1.1735
H23 3.1367 -4.0780 0.1053
H24 2.5369 -3.4244 -1.4253
H25 0.2697 -2.7962 1.5949

Löwdin atomic charge list, values in e, 5 entries: 0.72, -0.13, -0.09, -0.15, -0.29



The following is a quantum chemistry calculation of C27H25BN9SSn as an isolated structure, from the OMol25 dataset.

Its net charge is +1. The value obtained for the HOMO energy is -11.42 eV. The spin multiplicity is 1.

Atoms and positions in Å:
Sn1 -0.0808 0.7303 0.2469
N1 -4.4694 1.1373 -0.5896
C1 -3.2153 0.7565 -0.3064
S1 -2.1128 2.0423 0.1561
N2 -2.9412 -0.5101 -0.4326
N3 -1.6848 -0.8951 -0.0939
C2 -1.4431 -2.1608 -0.0744
C3 -2.4574 -3.1868 -0.4141
C4 -3.0387 -3.2360 -1.6778
C5 -3.9908 -4.1998 -1.9609
C6 -4.3864 -5.1002 -0.9792
C7 -3.8258 -5.0384 0.2876
C8 -2.8515 -4.0918 0.5671
C9 -0.1177 -2.6026 0.4061
C10 0.3373 -3.9011 0.2192
C11 1.5600 -4.2568 0.7707
C12 2.2691 -3.3182 1.5033
C13 1.7437 -2.0394 1.6220
N4 0.5892 -1.6856 1.0705
H1 -4.7588 2.0908 -0.4684
H2 -5.1495 0.4347 -0.8290
H3 -2.7375 -2.5274 -2.4381
H4 -4.4300 -4.2468 -2.9482
H5 -5.1347 -5.8486 -1.2028
H6 -4.1436 -5.7272 1.0585
H7 -2.4133 -4.0424 1.5572
H8 -0.2526 -4.6129 -0.3392
H9 1.9455 -5.2585 0.6380
H10 3.2066 -3.5661 1.9800
H11 2.2603 -1.2742 2.1915
B1 1.4145 3.1042 2.7347
N5 0.5709 1.8443 3.1618
C14 0.3882 1.5202 4.4389
C15 -0.2479 0.2886 4.5251
C16 -0.4198 -0.0954 3.2123
N6 0.0880 0.8420 2.3908
N7 0.9597 3.6594 1.3596
C17 1.0091 4.9389 0.9855
C18 0.7234 5.0258 -0.3700
C19 0.5090 3.7132 -0.7562
N8 0.6658 2.8933 0.2939
H12 2.5818 2.7860 2.6846
H13 1.2059 3.9562 3.5522
H14 0.7151 2.1917 5.2146
H15 -0.5302 -0.2471 5.4133
H16 -0.8745 -0.9826 2.8085
H17 1.2207 5.7110 1.7057
H18 0.6878 5.9101 -0.9805
H19 0.2372 3.3188 -1.7236
C20 1.9478 0.2957 -0.5292
C21 2.3495 1.0879 -1.7091
C22 2.0361 0.6488 -2.9971
C23 2.4081 1.3853 -4.1035
C24 3.1114 2.5785 -3.9314
C25 3.4612 3.0086 -2.6559
C26 3.0742 2.2675 -1.5532
C27 3.4503 3.3760 -5.0801
N9 3.7036 4.0109 -6.0030
H20 2.4167 0.5734 0.4120
H21 1.8298 -0.7657 -0.7011
H22 1.4876 -0.2780 -3.1238
H23 2.1675 1.0489 -5.1025
H24 4.0280 3.9215 -2.5352
H25 3.3476 2.5968 -0.5584

Löwdin atomic charge list, values in e, 5 entries: 1.18, 0.11, -0.80, 0.75, 0.02



The following is a quantum chemistry calculation of a 5-piece molecular cluster, C27H25ClO20P2 overall, from the OMol25 dataset.

As for the SMILES: O=C1C=C(O)C(=O)C=C1O.O=C1C=C(O)C(=O)C=C1O.O=C1C=C(O)C(=O)C=C1O.O=C1C=C(O)C(=O)C=C1O.O=P(O)(O)P(Cl)CCCO. The value obtained for the HOMO energy is -9.34 eV. The spin multiplicity is 1.

Atoms and positions in Å:
O1 7.7494 0.7483 3.4016
P1 7.2136 -0.5497 2.7612
O2 6.9873 -1.8000 3.9322
O3 8.2589 -1.0602 1.4841
P2 5.2446 -0.2704 1.8348
Cl1 5.4185 1.2302 0.3699
C1 4.1489 0.3886 3.2580
C2 2.6276 0.3305 2.6702
C3 1.9302 -0.9957 3.2467
O4 1.2784 -1.7243 2.1652
H1 6.7240 -2.6307 3.4657
H2 8.1559 -2.0456 1.4733
H3 4.2973 -0.3066 4.1524
H4 4.4489 1.4344 3.5954
H5 2.6934 0.3155 1.5232
H6 2.0315 1.2576 2.9529
H7 1.2255 -0.6963 4.0892
H8 2.7018 -1.7200 3.7061
H9 2.0204 -2.1090 1.6433
C4 -2.9542 -3.7821 3.9934
C5 -2.0904 -3.1370 3.2043
C6 -2.5414 -2.4533 1.9566
O5 -1.7317 -1.8578 1.2688
C7 -3.9630 -2.5334 1.6045
C8 -4.8231 -3.1806 2.3917
C9 -4.3787 -3.8402 3.6516
O6 -5.1978 -4.4076 4.3559
O7 -6.1463 -3.2648 2.0751
O8 -0.7654 -3.0777 3.5086
H10 -2.6422 -4.2803 4.9016
H11 -4.2724 -2.0510 0.6922
H12 -6.5537 -3.7791 2.7989
H13 -0.3480 -2.5550 2.7879
C10 -6.9582 1.5894 -1.9075
C11 -6.4915 0.5554 -1.2034
C12 -5.4350 0.7357 -0.1665
O9 -5.0434 -0.2266 0.4718
C13 -4.8991 2.0829 0.0418
C14 -5.3629 3.1159 -0.6643
C15 -6.4379 2.9418 -1.6817
O10 -6.8493 3.9113 -2.2943
O11 -4.8711 4.3703 -0.4821
O12 -6.9623 -0.7056 -1.4029
H14 -7.7258 1.4732 -2.6609
H15 -4.1204 2.1963 0.7846
H16 -5.3654 4.9380 -1.1054
H17 -6.4707 -1.2697 -0.7746
C16 0.0206 2.9657 0.3520
C17 -1.1240 3.5332 -0.0359
C18 -1.3827 3.8635 -1.4662
O13 -2.4482 4.3627 -1.7811
C19 -0.3279 3.5725 -2.4410
C20 0.8201 3.0082 -2.0526
C21 1.0667 2.6528 -0.6260
O14 2.1191 2.1211 -0.3120
O15 1.8074 2.7344 -2.9402
O16 -2.1046 3.8330 0.8588
H18 0.2192 2.7188 1.3864
H19 -0.5212 3.8333 -3.4727
H20 2.5231 2.3338 -2.4164
H21 -2.8271 4.2327 0.3306
C22 3.4614 -2.6233 -4.1981
C23 4.1971 -2.2078 -5.2316
C24 4.2546 -0.7683 -5.6160
O17 4.9516 -0.4231 -6.5535
C25 3.4532 0.1837 -4.8393
C26 2.7150 -0.2324 -3.8082
C27 2.6793 -1.6681 -3.4072
O18 2.0081 -2.0085 -2.4484
O19 1.9628 0.6419 -3.0787
O20 4.9261 -3.0816 -5.9766
H22 3.4129 -3.6642 -3.9076
H23 3.4897 1.2225 -5.1395
H24 1.5259 0.0955 -2.3925
H25 5.3671 -2.5372 -6.6577

Löwdin atomic charge list, values in e, 5 entries: -0.38, 0.43, -0.23, -0.23, 0.47



The following is a quantum chemistry calculation of C27H25HfN4O2S4 as an isolated structure, from the OMol25 dataset.

Its net charge is +3. The value obtained for the HOMO energy is -15.79 eV. The spin multiplicity is 1.

Atoms and positions in Å:
Hf1 0.1230 -0.2078 0.1396
S1 1.7935 3.2025 1.2833
C1 2.5846 3.6842 -0.1950
C2 3.4909 4.7327 -0.1136
C3 4.1041 5.1998 -1.2707
C4 3.8123 4.6109 -2.4858
C5 2.8970 3.5588 -2.5668
C6 2.2555 3.0897 -1.4330
S2 1.0682 1.7816 -1.7435
C7 -0.5040 2.6700 -1.9338
C8 -1.5418 2.3877 -0.8705
C9 -2.8061 2.9240 -1.0660
C10 -3.7761 2.7284 -0.1060
C11 -3.4413 2.0448 1.0576
C12 -2.1708 1.5416 1.2033
C13 -1.7692 0.9063 2.5097
S3 -1.1315 -0.8175 2.4253
C14 -2.5986 -1.7173 2.0393
C15 -3.3047 -2.2826 3.0999
C16 -4.4901 -2.9481 2.8412
C17 -4.9508 -3.0430 1.5330
C18 -4.2363 -2.4881 0.4814
C19 -3.0421 -1.8141 0.7219
S4 -2.1196 -1.1854 -0.6453
N1 -1.2292 1.6686 0.2218
H1 3.7237 5.1817 0.8442
H2 4.8127 6.0143 -1.2111
H3 4.2949 4.9619 -3.3880
H4 2.6813 3.1087 -3.5266
H5 -0.8992 2.4248 -2.9198
H6 -0.2736 3.7365 -1.9378
H7 -3.0200 3.4853 -1.9657
H8 -4.7754 3.1192 -0.2462
H9 -4.1660 1.9116 1.8489
H10 -2.6169 0.8746 3.1903
H11 -0.9741 1.4787 2.9860
H12 -2.9281 -2.1994 4.1114
H13 -5.0486 -3.3917 3.6533
H14 -5.8766 -3.5628 1.3260
H15 -4.5999 -2.5805 -0.5335
C20 0.7822 -2.3389 -3.7242
C21 0.6137 -2.2550 -2.2476
O1 0.5682 -1.1086 -1.6895
N2 0.5518 -3.3644 -1.5462
C22 0.4298 -3.4669 -0.0874
C23 1.6716 -2.9804 0.6136
C24 2.5892 -3.8834 1.1094
C25 3.7761 -3.4235 1.6614
C26 4.0139 -2.0603 1.6726
C27 3.0406 -1.2126 1.1892
N3 1.8662 -1.6374 0.6818
H16 0.3078 -1.4813 -4.1938
H17 0.3647 -3.2590 -4.1279
H18 1.8493 -2.3077 -3.9578
H19 0.6189 -4.2292 -2.0658
H20 0.2582 -4.5157 0.1416
H21 -0.4725 -2.9339 0.2236
H22 2.3774 -4.9428 1.0585
H23 4.5032 -4.1179 2.0614
H24 4.9355 -1.6518 2.0614
H25 3.2095 -0.1465 1.2006
O2 0.9921 0.8987 1.6351
N4 1.8016 1.6280 0.9710

Löwdin atomic charge list, values in e, 5 entries: 1.37, 1.25, -0.48, -0.05, -0.01



The following is a quantum chemistry calculation of C27H25IrN4O9S2 as an isolated structure, from the OMol25 dataset.

Its net charge is +1. The value obtained for the HOMO energy (spin up / spin down) is -11.19 / -11.19 eV. The spin multiplicity is 6.

Atoms and positions in Å:
Ir1 0.0206 0.3146 0.1615
C1 -2.7283 4.0211 -0.9439
C2 -2.4391 2.5189 -0.8553
C3 -3.7292 1.7098 -0.9308
C4 -1.6265 2.2450 0.3941
C5 -0.2522 2.5690 0.4079
C6 0.5083 2.4054 1.5893
C7 -0.0872 1.9685 2.7737
C8 0.6923 1.8570 4.0494
C9 -1.4515 1.6549 2.7458
C10 -2.1995 1.7785 1.5890
H1 -3.2938 4.2411 -1.8489
H2 -1.8133 4.6141 -0.9649
H3 -3.3231 4.3461 -0.0884
H4 -1.8085 2.2402 -1.7059
H5 -4.4579 2.0544 -0.1946
H6 -3.5477 0.6479 -0.7716
H7 -4.1832 1.8393 -1.9127
H8 0.1819 3.0665 -0.4521
H9 1.5509 2.6988 1.5885
H10 0.6930 0.8315 4.4220
H11 0.2384 2.4807 4.8203
H12 1.7232 2.1813 3.9179
H13 -1.9297 1.2985 3.6496
H14 -3.2415 1.4921 1.5994
O1 -3.0296 -2.1453 1.1762
C11 -2.0050 -1.9452 0.5669
O2 -1.6876 -0.8512 -0.0437
C12 -1.0473 -3.1146 0.4324
C13 -1.5630 -4.3677 0.1613
C14 -0.6910 -5.4233 0.0069
C15 0.7090 -5.3073 0.1446
C16 1.2300 -4.1073 0.4874
C17 0.3864 -2.9274 0.6614
O3 0.8311 -1.8109 0.9822
N1 2.6971 -4.0210 0.6283
O4 3.3487 -4.8558 0.0519
O5 3.1509 -3.1103 1.2932
N2 -1.2310 -6.7596 -0.3285
O6 -2.4198 -6.8309 -0.5323
O7 -0.4348 -7.6711 -0.3711
H15 -2.6295 -4.5104 0.0584
H16 1.3438 -6.1678 -0.0163
O8 4.0677 0.0170 -3.8895
C18 2.9202 0.1911 -4.5616
C19 3.0269 0.2029 -5.9552
C20 1.9112 0.3706 -6.7394
C21 0.6438 0.5308 -6.1655
C22 0.5263 0.5214 -4.8008
C23 1.6511 0.3552 -3.9652
C24 1.4061 0.3686 -2.5310
O9 0.2699 0.5164 -2.0521
N3 2.5110 0.1974 -1.6966
N4 2.2088 0.2406 -0.4158
C25 3.2525 0.0309 0.3950
S1 3.0045 0.0131 2.0800
C26 4.7732 -0.0392 2.4882
C27 5.4635 -0.8383 1.4030
S2 4.8370 -0.2550 -0.1981
H17 3.8779 0.0106 -2.9345
H18 4.0088 0.0744 -6.3874
H19 2.0183 0.3766 -7.8157
H20 -0.2278 0.6587 -6.7901
H21 -0.4395 0.6396 -4.3299
H22 4.8677 -0.5168 3.4620
H23 5.1469 0.9826 2.5464
H24 5.2388 -1.9014 1.4800
H25 6.5413 -0.6855 1.4143

Löwdin atomic charge list, values in e, 5 entries: 1.39, -0.05, -0.38, -0.06, -0.26



The following is a quantum chemistry calculation of a 2-piece molecular cluster, C27H25N3O2S overall, from the OMol25 dataset.

The value obtained for the HOMO energy is -6.36 eV. The spin multiplicity is 1.

Atoms and positions in Å:
C1 5.2118 -1.5873 2.8870
C2 5.4744 -0.6993 1.8642
C3 4.6097 0.3480 1.6138
C4 3.4653 0.5159 2.3792
C5 2.5258 1.6559 2.1341
N1 1.1498 1.3454 2.5486
C6 0.5131 2.2521 3.5248
C7 -0.7272 2.8986 2.9798
C8 -1.8473 3.0964 3.7744
C9 -2.9911 3.6645 3.2483
C10 -3.0321 4.0394 1.9204
C11 -1.9309 3.8379 1.1150
C12 -0.7889 3.2714 1.6451
C13 0.4081 0.4324 1.8557
C14 -0.8780 0.0896 2.2473
C15 -1.8923 -0.2511 1.3722
C16 -3.2412 -0.4737 1.7686
C17 -4.2632 -0.4897 0.8020
C18 -5.5737 -0.6863 1.1679
C19 -5.9072 -0.8836 2.4968
C20 -4.9190 -0.8737 3.4679
C21 -3.6068 -0.6667 3.1164
C22 3.2213 -0.3780 3.4099
C23 4.0855 -1.4234 3.6649
H1 5.8847 -2.4073 3.0793
H2 6.3521 -0.8329 1.2534
H3 4.8121 1.0371 0.8116
H4 2.8769 2.5365 2.6750
H5 2.5095 1.9329 1.0766
H6 0.2922 1.6758 4.4257
H7 1.2251 3.0219 3.8253
H8 -1.8280 2.7751 4.8020
H9 -3.8578 3.8129 3.8726
H10 -3.9195 4.4981 1.5146
H11 -1.9665 4.1115 0.0718
H12 0.0551 3.0668 1.0096
H13 0.7933 0.0990 0.9058
H14 -1.1335 0.2537 3.2812
H15 -1.6788 -0.2170 0.3179
H16 -4.0071 -0.3285 -0.2308
H17 -6.3467 -0.6835 0.4171
H18 -6.9348 -1.0535 2.7763
H19 -5.1807 -1.0364 4.5009
H20 -2.8450 -0.6876 3.8750
H21 2.3309 -0.2547 4.0012
H22 3.8736 -2.1173 4.4627
C24 -0.4294 -3.1380 -0.3838
C25 0.9244 -3.4773 -0.2059
O1 1.7726 -2.6248 0.0491
N2 1.2709 -4.8260 -0.3286
C26 0.3609 -5.7942 -0.6188
S1 0.8415 -7.3749 -0.7305
N3 -0.9399 -5.4411 -0.8121
C27 -1.3852 -4.1213 -0.7001
O2 -2.5691 -3.8423 -0.8733
H23 -0.7395 -2.1169 -0.2718
H24 2.2472 -5.0666 -0.1839
H25 -1.6392 -6.1403 -1.0402

Löwdin atomic charge list, values in e, 5 entries: -0.08, -0.07, -0.03, -0.22, -0.10



Looking at energy for the records above, in order, we have -3406.91564; -2350.82105; -2173.87108; -3691.55689; -3053.34736; -2840.23878; -1756.76954 a.u..